<w>
The following is a DFT calculation (ωB97M-V with the def2-TZVPD basis set) of a 4-piece molecular cluster, C3H11NO3 overall.

XYZ file:
```
18
C3H11NO3 | the OMol25 dataset | ωB97M-V with the def2-TZVPD basis set
C 1.959 0.662 1.844
C 2.277 0.461 0.590
N 1.461 -0.380 -0.263
C 1.081 0.137 -1.354
H 1.104 0.166 2.285
H 2.564 1.281 2.484
H 3.084 0.833 -0.019
H 0.769 -0.524 -2.150
H 1.114 1.193 -1.623
O -0.508 -1.864 1.146
H 0.294 -1.464 0.757
H -0.217 -2.721 1.474
O -2.005 1.437 -2.133
H -2.671 1.011 -1.567
H -2.003 2.345 -1.802
O -2.792 -0.475 0.036
H -3.519 -1.103 0.095
H -1.992 -0.996 0.201
```

Its spin multiplicity is 1. As for the total charge: 0. The LUMO energy comes out at 0.60 eV. As for the SMILES: C=CN=C.O.O.O. The calculation puts the HOMO-LUMO gap at 10.08 eV. The value obtained for the HOMO energy is -9.48 eV.


<x>
The following is a DFT calculation (ωB97M-V with the def2-TZVPD basis set) of a 3-piece molecular cluster, C3H11NO3 overall.

XYZ file:
```
18
C3H11NO3 | the OMol25 dataset | ωB97M-V with the def2-TZVPD basis set
C -0.442 1.988 -0.441
N 0.231 0.718 -0.683
C -0.354 -0.490 -0.872
C -1.689 -0.513 -1.580
O 0.264 -1.520 -0.664
H -1.497 1.938 -0.173
H -0.523 2.565 -1.369
H 0.179 2.625 0.176
H 1.081 0.766 -0.168
H -1.343 -0.755 -2.558
H -2.312 -1.340 -1.245
H -2.315 0.367 -1.495
O 1.842 0.682 2.525
H 1.168 0.582 1.847
H 1.729 -0.172 2.961
O 1.350 -2.664 1.605
H 1.848 -1.906 1.283
H 0.782 -2.872 0.850
```

Its spin multiplicity is 1. As for the total charge: 0. The LUMO energy comes out at 0.58 eV. As for the SMILES: CNC(C)=O.O.O. The calculation puts the HOMO-LUMO gap at 10.74 eV. The value obtained for the HOMO energy is -10.16 eV.


Stability comparison, relative energies in kcal/mol: <w> 30.9; <x> 0.0


<w>
The following is a DFT calculation (ωB97M-V with the def2-TZVPD basis set) of a 2-piece molecular cluster, C3H11NO3 overall.

XYZ file:
```
18
C3H11NO3 | the OMol25 dataset | ωB97M-V with the def2-TZVPD basis set
N -1.323 -0.212 -0.522
C 0.108 0.214 -0.730
C 1.093 -0.914 -0.329
O 0.865 -1.990 -1.251
C 0.410 1.463 0.184
O 1.362 2.480 -0.285
H -1.500 -0.913 -1.226
H -2.000 0.521 -0.483
H 0.259 0.605 -1.816
H 2.061 -0.446 -0.378
H 0.890 -1.208 0.702
H 1.566 -2.358 -1.737
H -0.521 2.071 0.156
H 0.601 1.111 1.149
H 1.318 3.294 0.299
O -2.080 -1.325 2.100
H -1.439 -1.311 2.854
H -1.669 -1.083 1.312
```

Its spin multiplicity is 1. As for the total charge: 0. The LUMO energy comes out at 0.73 eV. As for the SMILES: NC(CO)CO.O. The calculation puts the HOMO-LUMO gap at 10.47 eV. The value obtained for the HOMO energy is -9.73 eV.


<x>
The following is a DFT calculation (ωB97M-V with the def2-TZVPD basis set) of a 3-piece molecular cluster, C3H11NO3 overall.

XYZ file:
```
18
C3H11NO3 | the OMol25 dataset | ωB97M-V with the def2-TZVPD basis set
C -0.568 -0.147 -2.159
N 0.534 -0.726 -1.416
C 1.723 -0.132 -1.034
C 1.984 1.258 -1.546
O 2.436 -0.673 -0.220
H -0.423 -0.320 -3.227
H -0.653 0.943 -1.986
H -1.526 -0.443 -1.756
H 0.350 -1.480 -0.774
H 1.167 1.926 -1.311
H 2.925 1.606 -1.132
H 2.033 1.253 -2.644
O 0.470 -4.822 4.587
H 0.195 -5.747 4.527
H -0.215 -4.296 4.165
O -3.827 3.898 1.829
H -3.614 4.048 2.754
H -2.990 3.854 1.342
```

Its spin multiplicity is 1. As for the total charge: 0. The LUMO energy comes out at 0.45 eV. As for the SMILES: CNC(C)=O.O.O. The calculation puts the HOMO-LUMO gap at 10.07 eV. The value obtained for the HOMO energy is -9.62 eV.


Stability comparison, relative energies in kcal/mol: <w> 29.6; <x> 0.0


<w>
The following is a DFT calculation (ωB97M-V with the def2-TZVPD basis set) of a 3-piece molecular cluster, C3H11NO3 overall.

XYZ file:
```
18
C3H11NO3 | the OMol25 dataset | ωB97M-V with the def2-TZVPD basis set
C 0.658 -0.735 -0.679
C 0.434 0.593 0.004
C -0.743 0.453 0.910
O -0.437 -0.059 2.142
N -0.518 -0.995 -1.449
H 1.569 -0.760 -1.293
H 0.750 -1.499 0.106
H 1.332 0.848 0.573
H 0.208 1.327 -0.777
H -1.458 -0.266 0.422
H -0.559 -1.851 -1.993
H -1.084 -0.160 -1.795
H 0.603 -0.245 2.281
H -1.357 1.350 1.075
O 1.900 -0.419 2.159
H 2.527 -0.227 2.864
H -2.136 1.526 -2.651
O -1.688 1.118 -1.898
```

Its spin multiplicity is 1. As for the total charge: 0. The LUMO energy comes out at -4.83 eV. The calculation puts the HOMO-LUMO gap at 4.08 eV. The value obtained for the HOMO energy is -8.90 eV.


<x>
The following is a DFT calculation (ωB97M-V with the def2-TZVPD basis set) of a 3-piece molecular cluster, C3H11NO3 overall.

XYZ file:
```
18
C3H11NO3 | the OMol25 dataset | ωB97M-V with the def2-TZVPD basis set
C 1.153 0.831 2.537
N 0.090 0.378 1.631
C 0.550 0.156 0.256
C -0.556 0.123 -0.741
O -0.538 -0.508 -1.765
H 1.326 1.880 2.281
H 2.105 0.235 2.501
H 0.753 0.762 3.547
H -0.261 -0.536 1.946
H 1.371 0.855 0.018
H 1.161 -0.778 0.256
H -1.335 0.931 -0.611
O -1.492 2.672 1.278
H -1.992 2.897 2.073
H -0.916 1.938 1.607
O 0.759 -3.462 -3.360
H 0.078 -3.955 -3.830
H 0.414 -3.039 -2.567
```

Its spin multiplicity is 1. As for the total charge: 0. The LUMO energy comes out at 0.63 eV. As for the SMILES: CNCC=O.O.O. The calculation puts the HOMO-LUMO gap at 10.58 eV. The value obtained for the HOMO energy is -9.95 eV.


<y>
The following is a DFT calculation (ωB97M-V with the def2-TZVPD basis set) of a 3-piece molecular cluster, C3H11NO3 overall.

XYZ file:
```
18
C3H11NO3 | the OMol25 dataset | ωB97M-V with the def2-TZVPD basis set
N 1.093 -0.033 -0.197
C 0.099 1.028 -0.484
C 0.225 2.136 0.543
C -0.396 1.844 1.896
O -1.516 2.204 2.157
H 1.921 0.033 -0.797
H 0.702 -0.938 -0.395
H 0.247 1.387 -1.501
H -0.869 0.555 -0.398
H -0.278 3.059 0.202
H 1.287 2.396 0.613
H 0.268 1.281 2.588
O 0.070 -3.730 -0.012
H 0.611 -3.065 0.427
H 0.199 -4.538 0.507
O 0.013 -1.881 -2.977
H -0.330 -1.837 -2.078
H 0.419 -2.762 -3.022
```

Its spin multiplicity is 1. As for the total charge: 0. The LUMO energy comes out at 0.41 eV. As for the SMILES: NCCC=O.O.O. The calculation puts the HOMO-LUMO gap at 9.98 eV. The value obtained for the HOMO energy is -9.57 eV.


Stability comparison, relative energies in kcal/mol: <w> 167.6; <x> 6.3; <y> 0.0


<w>
The following is a DFT calculation (ωB97M-V with the def2-TZVPD basis set) of C8H7F3N2 as an isolated structure.

XYZ file:
```
20
C8H7F3N2 | the OMol25 dataset | ωB97M-V with the def2-TZVPD basis set
C 2.073 -0.948 0.425
C 1.267 -1.726 -0.373
C 1.775 0.285 0.901
C -0.097 -1.377 -0.403
C 0.425 0.735 0.704
C -0.421 -0.099 -0.030
C -2.349 0.495 -0.057
C -3.273 -0.667 0.060
N -2.616 1.545 -0.995
N -2.613 1.758 0.436
F -4.415 -0.307 0.654
F -3.647 -1.267 -1.066
F -2.803 -1.656 0.793
H 3.042 -1.299 0.583
H 1.590 -2.764 -0.672
H 2.507 0.756 1.611
H -1.004 -2.008 -0.842
H -0.009 1.677 1.074
H -1.683 1.827 -1.340
H -3.557 1.918 0.956
```

Its spin multiplicity is 1. As for the total charge: 0. The LUMO energy comes out at 0.89 eV. The calculation puts the HOMO-LUMO gap at 10.53 eV. The value obtained for the HOMO energy is -9.64 eV.


<x>
The following is a DFT calculation (ωB97M-V with the def2-TZVPD basis set) of a 2-piece molecular cluster, C8H7F3N2 overall.

XYZ file:
```
20
C8H7F3N2 | the OMol25 dataset | ωB97M-V with the def2-TZVPD basis set
C -1.947 1.307 -0.716
C -1.107 0.272 -0.718
C 0.137 0.091 -1.439
C 0.965 -0.933 -1.489
C 0.799 -2.043 -0.551
F 1.989 -2.300 0.088
C -0.332 -1.863 0.463
C -1.218 -0.860 0.284
H -1.765 2.090 -1.358
H -2.886 1.439 -0.012
H 0.305 0.930 -2.286
H 2.002 -0.945 -2.036
H 0.506 -2.882 -1.144
H -0.317 -2.642 1.154
H -2.009 -0.564 1.057
F 1.026 2.714 0.244
C 1.073 1.840 1.164
N 0.984 0.620 1.496
N 1.457 1.698 2.497
F 0.340 2.032 3.301
```

Its spin multiplicity is 1. As for the total charge: 0. The LUMO energy comes out at 0.15 eV. As for the SMILES: C=C1C=CC(F)C=C1.FC1=NN1F. The calculation puts the HOMO-LUMO gap at 9.17 eV. The value obtained for the HOMO energy is -9.02 eV.


Stability comparison, relative energies in kcal/mol: <w> 0.0; <x> 83.1


<w>
The following is a DFT calculation (ωB97M-V with the def2-TZVPD basis set) of a 2-piece molecular cluster, C3HNO3 overall.

XYZ file:
```
8
C3HNO3 | the OMol25 dataset | ωB97M-V with the def2-TZVPD basis set
C -0.094 -1.337 -0.057
C -0.312 0.554 -1.597
C 0.256 1.841 2.511
N -0.547 -0.255 -0.744
O -0.421 1.321 -2.437
O 1.025 1.265 1.914
O -0.869 -2.117 0.363
H 0.961 -1.272 0.048
```

Its spin multiplicity is 1. As for the total charge: 0. The LUMO energy comes out at 0.32 eV. The calculation puts the HOMO-LUMO gap at 11.55 eV. The value obtained for the HOMO energy is -11.24 eV.


<x>
The following is a DFT calculation (ωB97M-V with the def2-TZVPD basis set) of an isolated molecule of C3HNO3.

XYZ file:
```
8
C3HNO3 | the OMol25 dataset | ωB97M-V with the def2-TZVPD basis set
O 1.804 -0.523 -0.902
C 0.807 -0.105 -0.334
C -0.636 -0.198 -0.960
N -1.575 0.143 -0.209
O -1.083 0.682 1.103
C 0.313 0.449 1.136
O 1.045 0.244 2.180
H -0.675 -0.691 -2.015
```

Its spin multiplicity is 1. As for the total charge: 0. The LUMO energy comes out at -1.96 eV. As for the SMILES: O=C1C=NOC1=O. The calculation puts the HOMO-LUMO gap at 8.53 eV. The value obtained for the HOMO energy is -10.49 eV.


Stability comparison, relative energies in kcal/mol: <w> 0.0; <x> 68.6